# C39H95AsF6N5O21P4

C39H95AsF6N5O21P4 as an isolated structure at a distorted geometry (ωB97M-V/def2-TZVPD, OMol25).

The charge is -1. As for the highest occupied orbital energy: -7.033 eV. The gap between HOMO and LUMO is 9.045 eV. Its calculated total energy is -206746.053 eV. The multiplicity is 1. The LUMO energy comes out at 0.0739 Eh.

Atoms and positions in Å:
As (-0.97, 1.12, 1.04)
P (1.35, 6.76, 1.01)
P (4.06, 3.15, -4.03)
P (3.57, -5.30, 2.85)
P (-4.10, -2.47, -4.29)
F (-1.23, 0.05, 2.48)
F (-0.75, 2.15, -0.41)
F (0.80, 0.89, 1.31)
F (-1.00, -0.36, 0.09)
F (-0.99, 2.56, 2.12)
F (-2.79, 1.21, 1.02)
O (4.88, 3.81, -3.02)
O (-4.93, 2.68, -4.15)
O (2.05, 5.79, 2.10)
O (-1.70, -4.10, 1.80)
O (1.75, 8.19, 1.08)
O (-0.23, 6.51, 1.29)
O (-2.51, -2.22, -3.79)
O (-4.05, -2.57, -5.89)
O (-4.40, -3.96, -3.82)
O (-5.17, -1.51, -3.88)
O (-7.08, -0.79, 6.04)
O (4.61, -5.72, 3.83)
O (4.01, -4.51, 1.48)
O (4.43, 1.63, -4.38)
O (4.12, 3.86, -5.51)
O (2.48, 3.04, -3.62)
O (2.79, -6.62, 2.24)
O (1.65, 6.00, -0.42)
O (-1.04, 3.54, 6.34)
O (2.43, -4.33, 3.49)
O (3.97, -1.64, -0.83)
N (-4.89, 1.88, -2.05)
N (-5.37, -0.02, 4.72)
N (4.75, -1.01, 1.23)
N (0.54, 2.05, 5.62)
N (-3.79, -3.31, 1.16)
C (5.98, -5.71, 0.83)
C (3.98, 4.10, -7.88)
C (1.26, -7.45, 3.91)
C (-1.52, -0.11, -3.05)
C (-6.67, -0.37, 4.96)
C (-0.69, 2.62, 5.56)
C (4.69, -5.10, 0.37)
C (-2.51, -3.13, 1.56)
C (-5.01, 0.81, 3.57)
C (-4.78, 0.74, -1.20)
C (-5.23, -2.31, -6.66)
C (2.00, 2.05, -2.64)
C (2.99, 5.93, -0.87)
C (1.55, 2.29, 6.70)
C (4.38, -0.30, 2.42)
C (2.18, 6.07, 3.47)
C (-4.41, -4.68, 0.97)
C (-2.15, 5.28, 0.68)
C (-0.77, 5.23, 1.29)
C (1.52, 4.91, 4.32)
C (-1.74, -1.12, -4.23)
C (-4.67, -5.76, -2.36)
C (-4.45, 3.17, -1.48)
C (5.90, -1.90, 1.31)
C (-5.19, 1.81, -3.35)
C (3.33, 7.14, -1.78)
C (3.56, 3.31, -6.65)
C (1.33, -4.04, 2.67)
C (5.89, 0.01, -5.26)
C (-4.26, -0.42, 5.55)
C (-4.72, -2.30, 0.85)
C (1.26, -2.55, 2.53)
C (2.53, -7.76, 3.02)
C (0.94, 1.17, 4.48)
C (2.14, 2.55, -1.16)
C (3.88, -1.01, 0.18)
C (5.75, 1.22, -4.36)
C (-3.82, -4.57, -2.73)
C (-6.24, -3.43, -6.45)
H (6.48, -6.10, -0.05)
H (-1.24, -0.63, -2.14)
H (0.46, -4.45, 3.18)
H (3.46, 7.98, -1.09)
H (3.05, 5.03, -1.48)
H (1.70, 6.95, 3.89)
H (1.37, 3.09, 7.41)
H (3.97, 3.57, -8.83)
H (2.41, 1.06, -2.80)
H (3.76, 0.58, 2.19)
H (6.81, -1.31, 1.38)
H (-4.49, 1.75, 3.75)
H (0.56, 1.47, 3.50)
H (-4.74, -6.27, -3.32)
H (1.59, 1.45, 7.39)
H (0.43, 4.86, 4.38)
H (5.30, 0.07, -6.17)
H (-3.74, -5.54, 1.00)
H (-6.44, -3.45, -5.38)
H (-4.66, -1.04, 6.35)
H (-0.80, -1.56, -4.56)
H (1.81, 1.82, -0.43)
H (2.02, 4.89, 5.29)
H (-3.53, -1.06, 5.04)
H (-4.96, -2.29, -0.21)
H (3.41, -8.00, 3.63)
H (-3.88, 0.52, 5.95)
H (5.77, -6.57, 1.47)
H (-5.10, -0.18, -1.69)
H (-1.35, 2.21, 4.78)
H (-4.82, -2.27, -7.67)
H (0.71, 0.14, 4.75)
H (1.25, -2.14, 3.54)
H (6.45, 1.98, -4.70)
H (-5.47, 0.79, -3.67)
H (-3.37, 3.22, -1.37)
H (-2.83, -4.84, -3.07)
H (-7.28, -0.19, 4.06)
H (-2.80, 4.44, 0.94)
H (3.26, 6.04, 3.60)
H (-4.21, -6.36, -1.58)
H (4.78, -4.35, -0.42)
H (2.10, -2.20, 1.93)
H (-0.72, 0.58, -3.30)
H (5.04, 4.27, -7.73)
H (-7.22, -3.28, -6.91)
H (5.96, -2.50, 0.39)
H (-0.11, 4.44, 0.92)
H (-0.78, 5.02, 2.36)
H (-5.89, 1.05, 2.97)
H (5.92, 0.97, -3.31)
H (-5.65, -2.41, 1.40)
H (-4.87, 3.38, -0.49)
H (-3.74, -3.91, -1.87)
H (-5.55, -1.28, -6.52)
H (2.51, 3.58, -6.54)
H (3.85, -0.93, 3.13)
H (-4.20, -1.40, 1.20)
H (-5.33, 0.87, -0.27)
H (5.26, 0.08, 2.94)
H (1.76, 3.93, 3.92)
H (0.95, 1.90, -2.89)
H (-4.67, 4.02, -2.12)
H (3.50, 5.07, -8.00)
H (-2.16, -0.53, -5.04)
H (1.32, -6.58, 4.56)
H (3.69, 5.70, -0.07)
H (-5.31, -4.86, 1.55)
H (1.16, -8.33, 4.55)
H (-4.69, -4.64, -0.08)
H (2.63, 7.53, -2.51)
H (0.36, -2.16, 2.06)
H (-4.32, 0.19, 3.00)
H (6.75, -5.06, 1.26)
H (-2.41, 0.43, -2.72)
H (-5.69, -5.44, -2.12)
H (3.79, 2.25, -6.67)
H (0.35, -7.40, 3.30)
H (3.06, -0.30, 0.37)
H (2.52, 2.39, 6.21)
H (3.16, 2.78, -0.87)
H (2.00, 1.33, 4.27)
H (6.94, -0.18, -5.50)
H (4.30, 6.93, -2.24)
H (5.60, -0.93, -4.80)
H (1.31, -4.58, 1.72)
H (-2.33, -2.05, 1.71)
H (5.85, -2.51, 2.21)
H (-3.78, 0.60, -0.80)
H (1.51, 3.43, -1.01)
H (-5.97, -4.44, -6.75)
H (-2.60, 6.21, 1.01)
H (2.33, -8.67, 2.47)
H (4.05, -5.90, -0.02)
H (-2.07, 5.33, -0.41)

Mulliken population analysis, charges in e, atoms 1 to 99: number 1, As, carries 2.279; number 2, P, carries 0.824; number 3, P, carries 1.049; number 4, P, carries 0.494; number 5, P, carries 0.785; number 6, F, carries -0.414; number 7, F, carries -0.530; number 8, F, carries -0.620; number 9, F, carries -0.440; number 10, F, carries -0.393; number 11, F, carries -0.444; number 12, O, carries -0.812; number 13, O, carries -0.655; number 14, O, carries -0.102; number 15, O, carries -0.744; number 16, O, carries -0.833; number 17, O, carries -0.474; number 18, O, carries -0.341; number 19, O, carries -0.354; number 20, O, carries -0.193; number 21, O, carries -0.683; number 22, O, carries -0.615; number 23, O, carries -0.818; number 24, O, carries 0.283; number 25, O, carries -0.178; number 26, O, carries -0.347; number 27, O, carries -0.519; number 28, O, carries -0.322; number 29, O, carries -0.119; number 30, O, carries -0.686; number 31, O, carries -0.382; number 32, O, carries -0.655; number 33, N, carries 0.158; number 34, N, carries 0.114; number 35, N, carries 0.206; number 36, N, carries 0.333; number 37, N, carries 0.155; number 38, C, carries -1.112; number 39, C, carries -1.233; number 40, C, carries -1.026; number 41, C, carries -0.063; number 42, C, carries 0.230; number 43, C, carries -0.089; number 44, C, carries -0.288; number 45, C, carries 0.463; number 46, C, carries -0.479; number 47, C, carries -0.520; number 48, C, carries -0.283; number 49, C, carries 0.341; number 50, C, carries 0.812; number 51, C, carries -1.069; number 52, C, carries -0.919; number 53, C, carries -0.576; number 54, C, carries -0.766; number 55, C, carries -1.293; number 56, C, carries 0.773; number 57, C, carries -0.817; number 58, C, carries -0.514; number 59, C, carries -1.569; number 60, C, carries -0.895; number 61, C, carries -1.079; number 62, C, carries 0.280; number 63, C, carries -1.431; number 64, C, carries 0.059; number 65, C, carries -0.692; number 66, C, carries -1.200; number 67, C, carries -0.919; number 68, C, carries -0.226; number 69, C, carries 0.590; number 70, C, carries -0.414; number 71, C, carries -0.926; number 72, C, carries -0.062; number 73, C, carries 0.213; number 74, C, carries -0.147; number 75, C, carries 0.288; number 76, C, carries -0.854; number 77, H, carries 0.436; number 78, H, carries 0.139; number 79, H, carries 0.362; number 80, H, carries 0.400; number 81, H, carries -0.545; number 82, H, carries 0.303; number 83, H, carries 0.330; number 84, H, carries 0.362; number 85, H, carries 0.392; number 86, H, carries 0.248; number 87, H, carries 0.432; number 88, H, carries 0.303; number 89, H, carries -0.124; number 90, H, carries 0.464; number 91, H, carries 0.355; number 92, H, carries 0.224; number 93, H, carries 0.279; number 94, H, carries 0.272; number 95, H, carries 0.218; number 96, H, carries 0.340; number 97, H, carries 0.332; number 98, H, carries -0.536; number 99, H, carries 0.463